# 1
Below is C14H56InN28O14 as an isolated structure, with properties calculated with ωB97M-V with the def2-TZVPD basis set.

XYZ file:
```
113
Properties=species:S:1:pos:R:3:lowdin_charge:R:1
In -0.51 0.00 -0.19 1.56
C -2.49 3.65 -0.94 -0.76
O -2.00 2.65 -0.46 0.02
N -3.69 3.75 -1.42 0.19
N -1.84 4.77 -1.18 0.20
H -3.91 4.65 -1.81 0.12
H -4.04 2.96 -1.94 0.08
H -2.19 5.58 -1.67 0.13
H -0.92 4.66 -0.77 0.07
C -2.27 -2.24 3.00 -0.78
O -1.58 -1.71 2.10 -0.02
N -2.60 -1.60 4.06 0.19
N -2.76 -3.38 2.95 0.21
H -3.29 -2.03 4.66 0.13
H -2.36 -0.62 4.18 0.10
H -3.56 -3.79 3.41 0.14
H -2.55 -3.86 2.09 0.09
C 0.18 2.47 -3.62 -0.73
O 0.20 1.92 -2.55 0.03
N 1.25 2.72 -4.37 0.18
N -0.96 2.69 -4.30 0.18
H 2.13 2.63 -3.90 0.09
H 1.19 3.53 -4.96 0.12
H -1.83 2.68 -3.79 0.10
H -0.82 2.93 -5.27 0.12
C -2.08 -3.57 -0.42 -0.71
O -1.81 -2.54 -0.96 0.01
N -1.20 -4.56 -0.19 0.21
N -3.31 -3.85 0.03 0.18
H -0.21 -4.36 -0.27 0.10
H -1.47 -5.52 -0.02 0.13
H -3.45 -4.80 0.35 0.12
H -4.11 -3.25 -0.11 0.12
C 5.66 -1.03 1.21 -0.72
O 5.35 -2.10 0.68 0.01
N 6.76 -0.76 1.92 0.17
N 4.99 0.06 1.13 0.18
H 7.08 0.19 2.06 0.11
H 7.39 -1.54 2.07 0.12
H 4.99 0.81 1.80 0.11
H 4.18 0.07 0.53 0.06
C -0.26 -1.74 -3.93 -0.76
O 0.05 -1.16 -2.92 0.00
N -1.25 -2.61 -3.97 0.20
N 0.45 -1.62 -5.04 0.19
H -1.54 -2.60 -3.01 0.07
H -1.99 -2.79 -4.63 0.13
H 0.28 -2.32 -5.75 0.12
H 1.37 -1.21 -5.05 0.11
C -4.42 0.19 1.22 -0.76
O -3.45 0.05 0.46 -0.03
N -5.52 -0.37 0.99 0.22
N -4.26 0.73 2.39 0.22
H -6.29 -0.29 1.64 0.14
H -5.43 -1.11 0.31 0.13
H -3.58 1.48 2.38 0.10
H -5.08 0.73 2.98 0.13
C 2.19 -3.14 -1.15 -0.78
O 1.36 -2.61 -0.42 0.00
N 1.78 -3.76 -2.20 0.19
N 3.45 -3.36 -0.91 0.23
H 0.80 -3.68 -2.41 0.10
H 2.40 -3.90 -2.99 0.13
H 3.94 -3.85 -1.65 0.14
H 3.90 -2.90 -0.14 0.07
C 0.82 3.84 0.41 -0.70
O 0.80 2.61 0.40 -0.03
N 1.08 4.45 -0.67 0.17
N 0.63 4.76 1.42 0.19
H 1.36 3.93 -1.49 0.12
H 1.30 5.44 -0.72 0.14
H 0.88 5.72 1.24 0.11
H 0.10 4.54 2.25 0.08
C 1.96 0.29 2.94 -0.73
O 1.21 -0.46 2.28 0.00
N 2.39 1.46 2.59 0.21
N 2.18 0.05 4.16 0.22
H 2.97 1.91 3.28 0.12
H 2.30 1.88 1.68 0.09
H 1.88 -0.80 4.61 0.14
H 2.70 0.78 4.63 0.13
C -1.32 2.31 3.10 -0.72
O -1.21 1.45 2.19 -0.05
N -1.77 3.52 2.94 0.18
N -0.98 2.07 4.34 0.20
H -1.89 4.05 3.79 0.13
H -2.26 3.73 2.08 0.13
H -0.87 2.90 4.91 0.13
H -0.83 1.13 4.66 0.12
C -3.47 0.18 -3.06 -0.71
O -2.52 -0.35 -2.55 0.03
N -3.40 0.63 -4.33 0.20
N -4.40 0.54 -2.25 0.21
H -4.14 1.23 -4.68 0.12
H -2.62 0.37 -4.92 0.12
H -4.46 0.03 -1.38 0.09
H -4.78 1.46 -2.39 0.10
C 3.21 0.58 -1.72 -0.79
O 2.72 0.39 -0.63 0.00
N 3.32 -0.30 -2.65 0.23
N 3.75 1.68 -2.08 0.20
H 3.72 -0.02 -3.54 0.13
H 2.94 -1.23 -2.54 0.10
H 3.71 2.38 -1.36 0.13
H 4.29 1.82 -2.92 0.13
C 2.67 -3.79 3.50 -0.78
O 2.55 -4.88 4.09 0.04
N 3.88 -3.45 3.35 0.19
N 1.76 -2.97 3.07 0.20
H 4.07 -2.94 2.50 0.09
H 4.46 -3.98 3.98 0.14
H 0.89 -3.26 3.50 0.13
H 2.00 -2.09 2.64 0.06
```

Relative energy (zero: lowest compared OMol25 entry of this formula, charge and spin), eV: 0.000
E_HOMO, eV: -13.8
Maximum force, eV Å⁻¹: 8.420
Molecular weight, g/mol: 955.60
Net charge: +3

# 2
Below is a 14-piece molecular cluster, C14H56N10O14 overall, with properties calculated with ωB97M-V with the def2-TZVPD basis set.

XYZ file:
```
94
Properties=species:S:1:pos:R:3:lowdin_charge:R:1
C -0.41 0.18 -4.78 -0.66
O -0.91 0.70 -5.99 -0.18
N 0.03 -1.02 -4.70 0.19
N -0.37 0.92 -3.73 0.14
H -0.21 -1.56 -5.56 0.15
H 0.40 -1.55 -3.91 0.06
H -0.89 1.81 -3.76 0.14
H -0.05 0.63 -2.80 0.04
C 3.19 1.69 2.65 -0.65
O 3.17 0.53 3.35 -0.10
N 2.48 1.77 1.55 0.19
N 3.83 2.78 2.95 0.18
H 2.01 0.86 1.29 0.09
H 2.15 2.60 1.16 0.03
H 4.56 2.50 3.62 0.13
H 3.95 3.54 2.33 0.10
C 0.18 0.06 0.10 -0.54
O 0.22 0.61 -1.20 -0.11
N -0.80 0.24 0.94 0.17
N 1.19 -0.55 0.60 0.15
H -1.53 0.81 0.59 0.04
H -0.80 0.02 1.97 0.11
H 2.06 -0.73 0.02 0.12
H 1.17 -0.90 1.59 0.09
C -2.27 -2.03 -1.41 -0.62
O -2.60 -3.23 -1.96 -0.09
N -2.28 -1.80 -0.12 0.13
N -2.36 -0.99 -2.18 0.19
H -2.40 -2.62 0.47 0.14
H -1.71 -1.03 0.30 0.06
H -2.54 -1.24 -3.14 0.13
H -2.04 -0.07 -1.90 0.06
C -5.33 -1.41 1.19 -0.64
O -5.00 -2.63 1.75 -0.10
N -4.55 -0.56 0.58 0.15
N -6.56 -0.99 1.07 0.10
H -3.62 -0.96 0.26 0.05
H -4.67 0.46 0.69 0.11
H -7.15 -1.65 1.58 0.11
H -7.03 -1.20 0.16 0.14
C -2.65 0.37 3.32 -0.18
O -1.37 0.37 3.85 -0.14
H -3.07 -0.53 2.87 0.08
H -2.82 1.22 2.63 0.07
H -3.33 0.51 4.16 0.10
H -1.29 1.05 4.55 0.12
C -2.90 2.36 -1.17 -0.13
O -2.59 2.03 0.15 -0.14
H -2.00 2.59 -1.73 0.07
H -3.49 3.26 -1.07 0.09
H -3.46 1.62 -1.69 0.07
H -3.38 2.16 0.69 0.08
C -0.16 3.06 2.80 -0.20
O 0.55 4.20 3.12 -0.09
H 0.39 2.20 3.12 0.06
H -0.22 2.88 1.71 0.07
H -1.19 3.18 3.19 0.10
H 1.22 4.24 2.45 0.04
C -0.18 -2.38 2.93 -0.09
O 0.87 -1.42 3.12 -0.14
H -0.77 -1.98 2.13 0.04
H -0.80 -2.36 3.82 0.09
H 0.16 -3.40 2.76 0.09
H 0.63 -0.93 3.90 0.07
C 0.88 3.85 -1.00 -0.12
O 1.51 3.95 0.24 -0.14
H 1.42 3.22 -1.70 0.07
H 0.89 4.79 -1.54 0.09
H -0.12 3.50 -0.88 0.06
H 2.17 4.63 0.12 0.11
C 2.11 -3.07 -3.14 -0.13
O 0.97 -2.48 -2.54 -0.17
H 2.16 -3.06 -4.20 0.08
H 2.08 -4.12 -2.77 0.10
H 2.97 -2.63 -2.66 0.06
H 0.99 -2.90 -1.67 0.03
C 2.78 0.20 -3.23 -0.19
O 2.38 1.51 -3.09 -0.10
H 3.81 0.23 -2.90 0.08
H 2.68 -0.17 -4.21 0.07
H 2.18 -0.48 -2.62 0.04
H 1.53 1.52 -3.51 0.03
C 4.37 -1.10 0.70 -0.11
O 3.69 -0.95 -0.57 -0.16
H 5.35 -1.61 0.55 0.11
H 3.70 -1.58 1.44 0.08
H 4.58 -0.16 1.14 0.05
H 4.40 -0.61 -1.15 0.09
C 1.96 -3.64 0.39 -0.11
O 0.63 -3.31 0.04 -0.14
H 2.56 -3.49 -0.45 0.04
H 1.90 -4.76 0.56 0.12
H 2.32 -3.20 1.27 0.05
H 0.48 -2.37 0.20 0.03
```

Relative energy (zero: lowest compared OMol25 entry of this formula, charge and spin), eV: 8.035
E_HOMO, eV: -8.4
Maximum force, eV Å⁻¹: 9.289
Molecular weight, g/mol: 588.66

# 3
Below is a 14-piece molecular cluster, C14H56N28O14 overall, with properties calculated with ωB97M-V with the def2-TZVPD basis set.

XYZ file:
```
112
Properties=species:S:1:pos:R:3:lowdin_charge:R:1
C -1.01 -1.07 4.74 -0.82
O -2.06 -0.63 5.18 0.01
N -1.00 -1.67 3.60 0.20
N 0.09 -1.07 5.38 0.21
H -0.06 -1.72 3.25 0.07
H -1.86 -1.63 3.06 0.11
H 0.83 -1.55 4.89 0.06
H 0.33 -0.51 6.19 0.13
C 4.09 3.89 0.50 -0.74
O 4.08 5.07 0.23 0.03
N 4.88 3.39 1.49 0.16
N 3.32 3.03 -0.03 0.19
H 4.92 2.39 1.48 0.07
H 5.61 3.98 1.86 0.11
H 2.68 3.37 -0.74 0.07
H 3.25 2.07 0.27 0.09
C 0.49 -1.64 -4.99 -0.76
O 1.38 -1.22 -5.73 0.03
N -0.12 -1.02 -3.98 0.16
N -0.19 -2.71 -5.15 0.16
H 0.30 -0.24 -3.47 0.09
H -1.05 -1.27 -3.68 0.09
H 0.10 -3.08 -6.05 0.12
H -1.08 -2.92 -4.74 0.11
C 2.29 4.29 -2.99 -0.80
O 1.42 3.64 -2.46 -0.01
N 2.75 5.26 -2.31 0.20
N 2.91 4.11 -4.12 0.20
H 2.41 5.27 -1.36 0.11
H 3.60 5.73 -2.56 0.13
H 2.38 3.68 -4.87 0.12
H 3.61 4.76 -4.41 0.12
C 1.16 -4.01 -1.35 -0.80
O 0.82 -5.10 -0.98 0.04
N 2.28 -3.78 -2.06 0.17
N 0.65 -2.92 -0.87 0.18
H 2.74 -2.91 -2.29 0.11
H 2.58 -4.62 -2.53 0.11
H 0.79 -2.12 -1.46 0.11
H 0.00 -3.13 -0.12 0.07
C 1.87 -3.21 2.78 -0.79
O 1.87 -2.73 3.88 0.03
N 1.52 -4.40 2.49 0.19
N 2.02 -2.43 1.73 0.19
H 1.49 -5.10 3.22 0.14
H 1.21 -4.58 1.54 0.10
H 2.10 -1.44 1.91 0.06
H 2.23 -2.84 0.83 0.10
C -1.52 5.89 -2.31 -0.69
O -2.01 7.03 -2.24 -0.01
N -1.61 5.03 -1.31 0.16
N -0.81 5.35 -3.32 0.15
H -1.10 4.16 -1.36 0.08
H -1.95 5.32 -0.40 0.12
H -0.61 5.91 -4.14 0.11
H -0.60 4.37 -3.45 0.05
C -2.61 1.72 -3.70 -0.76
O -3.38 2.07 -4.62 0.00
N -2.98 1.28 -2.56 0.19
N -1.32 1.92 -3.72 0.16
H -3.91 1.06 -2.23 0.13
H -2.24 0.97 -1.94 0.04
H -0.68 1.45 -3.10 0.06
H -0.97 2.52 -4.46 0.11
C -4.06 0.06 1.66 -0.96
O -3.40 1.01 1.69 0.07
N -5.04 -0.03 2.40 0.21
N -3.85 -0.79 0.77 0.21
H -5.47 -0.95 2.40 0.12
H -5.10 0.54 3.24 0.14
H -3.04 -0.57 0.21 0.09
H -4.16 -1.75 0.82 0.12
C -0.18 0.64 -0.41 -0.72
O -1.07 0.07 -1.00 0.01
N 0.22 0.31 0.78 0.20
N 0.51 1.70 -0.75 0.20
H 0.98 0.85 1.18 0.08
H -0.27 -0.45 1.24 0.10
H 0.36 2.28 -1.57 0.05
H 1.27 2.08 -0.22 0.07
C -0.34 2.64 4.68 -0.79
O 0.62 3.36 4.82 0.03
N -0.79 2.17 3.49 0.16
N -1.15 2.23 5.58 0.16
H -1.72 1.80 3.38 0.08
H -0.35 2.47 2.64 0.09
H -1.10 2.71 6.46 0.12
H -1.35 1.24 5.46 0.06
C -3.72 -2.92 -2.74 -0.75
O -4.21 -1.82 -2.50 0.04
N -2.59 -3.28 -2.17 0.14
N -4.40 -3.99 -3.08 0.17
H -2.21 -2.43 -1.79 0.09
H -2.04 -4.13 -2.14 0.11
H -4.00 -4.91 -3.09 0.11
H -5.24 -3.79 -3.60 0.12
C -1.87 -4.00 1.23 -0.82
O -1.60 -2.86 1.08 0.04
N -2.62 -4.71 0.46 0.19
N -1.33 -4.74 2.15 0.18
H -2.80 -5.67 0.73 0.12
H -2.99 -4.38 -0.41 0.08
H -0.59 -4.31 2.69 0.08
H -1.57 -5.72 2.26 0.12
C 3.99 0.04 2.47 -0.74
O 2.99 0.31 1.78 -0.03
N 4.66 -1.05 2.33 0.18
N 4.56 0.74 3.40 0.19
H 4.50 -1.76 1.63 0.12
H 5.55 -1.05 2.81 0.12
H 4.20 1.68 3.52 0.13
H 5.47 0.43 3.70 0.12
```

Relative energy (zero: lowest compared OMol25 entry of this formula, charge and spin), eV: 10.262
E_HOMO, eV: -8.7
Maximum force, eV Å⁻¹: 9.474
Molecular weight, g/mol: 840.78

# 4
Below is a 18-piece molecular cluster, C14H57Br2ClFNO23S2 overall, with properties calculated with ωB97M-V with the def2-TZVPD basis set.

XYZ file:
```
101
Properties=species:S:1:pos:R:3:lowdin_charge:R:1
C 1.48 -3.06 0.50 -0.17
C 1.55 -1.41 0.24 -0.25
C 0.52 -0.62 1.29 -0.61
Cl -0.86 -1.74 1.81 0.65
C 0.05 0.86 0.76 -0.56
Br 1.79 1.91 1.01 0.74
C -0.61 0.98 -0.77 -0.23
C -1.41 -0.36 -1.35 -0.08
C -1.54 -0.41 -2.98 -0.11
F -2.40 0.69 -3.55 -0.13
C 0.24 1.89 -1.89 -0.14
C 1.59 1.14 -2.45 -0.17
C 2.62 2.37 -2.93 -0.17
C 3.94 2.45 -1.93 -0.21
S 5.48 2.69 -3.01 0.81
O 6.71 2.39 -2.12 -0.38
O 5.46 1.66 -4.17 -0.38
O 5.60 4.28 -3.60 -0.22
C -1.92 2.00 -0.55 -0.27
O -2.50 2.85 -1.41 0.03
N -2.32 1.75 0.90 -0.01
C -0.98 1.78 1.64 -0.76
Br -0.49 3.74 1.41 0.82
S -1.29 1.43 3.45 0.76
C 0.24 1.00 4.45 -0.18
O -1.83 2.78 4.06 -0.43
O -2.46 0.40 3.70 -0.42
H 2.38 -3.55 -0.08 0.08
H 1.56 -3.34 1.64 0.08
H 0.50 -3.42 -0.03 0.06
H 2.67 -1.07 0.36 0.11
H 1.24 -1.27 -0.89 0.08
H 1.19 -0.43 2.26 0.09
H -2.52 -0.28 -0.92 0.14
H -0.94 -1.37 -1.00 0.10
H -0.51 -0.51 -3.55 0.12
H -2.13 -1.41 -3.23 0.14
H 0.49 2.96 -1.41 0.10
H -0.42 2.14 -2.84 0.15
H 1.42 0.48 -3.41 0.09
H 2.19 0.53 -1.66 0.07
H 2.92 2.28 -4.07 0.09
H 2.08 3.42 -2.83 0.12
H 4.12 1.47 -1.31 0.11
H 3.87 3.34 -1.15 0.11
H 6.38 4.73 -3.13 0.12
H -2.57 0.74 1.05 0.11
H 0.17 -0.17 4.67 0.10
H 1.26 1.15 3.87 0.05
H 0.26 1.50 5.54 0.11
O 4.45 -0.94 -3.40 -0.06
H 4.85 -0.06 -3.50 -0.01
H 3.98 -1.08 -4.23 0.04
O 0.32 6.20 -0.89 -0.08
H 0.34 5.49 -0.23 -0.07
H 0.02 6.97 -0.39 0.05
O 0.69 -5.08 -1.90 -0.06
H -0.03 -5.32 -2.49 0.05
H 0.93 -5.92 -1.47 0.06
O -1.99 -5.20 2.24 -0.06
H -1.58 -4.32 2.17 -0.02
H -2.94 -5.02 2.20 0.02
O -5.63 0.38 5.04 -0.07
H -4.89 0.26 4.43 0.01
H -5.21 0.46 5.90 0.04
O 1.17 0.38 -5.68 -0.08
H 0.87 0.01 -6.53 0.05
H 2.07 0.68 -5.86 -0.01
O 3.35 6.26 -2.08 -0.07
H 3.76 7.14 -2.15 0.04
H 2.40 6.45 -2.12 0.02
O 2.07 -2.81 -2.25 -0.09
H 1.77 -3.18 -3.10 0.05
H 2.97 -2.51 -2.43 0.03
O 3.46 1.87 -6.18 -0.07
H 4.40 1.61 -6.17 0.05
H 3.45 2.70 -6.67 0.08
O 2.18 5.61 1.33 -0.10
H 2.92 5.49 0.72 0.03
H 2.60 5.70 2.20 0.05
O -5.47 2.81 -0.97 -0.07
H -5.72 2.64 -0.04 0.04
H -4.50 2.73 -0.96 -0.02
O -4.94 -4.84 0.86 -0.08
H -5.28 -4.76 1.76 0.02
H -5.74 -5.01 0.33 0.02
O -6.98 -6.38 1.32 -0.06
H -6.89 -7.34 1.18 0.06
H -7.55 -6.32 2.10 0.06
O -2.36 -3.27 4.72 -0.06
H -1.42 -3.53 4.72 0.04
H -2.37 -2.44 4.23 0.01
O -2.92 -6.97 4.51 -0.07
H -2.53 -6.09 4.41 0.00
H -3.40 -7.10 3.68 0.04
O -5.29 -4.66 4.74 -0.07
H -5.54 -4.83 5.66 0.05
H -4.32 -4.74 4.74 -0.01
O 2.44 1.97 5.53 -0.08
H 3.38 1.72 5.54 0.06
H 2.43 2.81 5.04 0.06
```

E_HOMO, eV: -9.8
Maximum force, eV Å⁻¹: 9.202
Molecular weight, g/mol: 885.99

# 5
Below is C14H5AsCl5F6NO11RuS3 as an isolated structure, with properties calculated with ωB97M-V with the def2-TZVPD basis set.

XYZ file:
```
47
Properties=species:S:1:pos:R:3:lowdin_charge:R:1
Ru 0.67 -0.02 0.60 1.55
O 2.37 2.26 0.21 -0.25
As 0.88 2.94 0.78 0.93
O 0.73 4.34 0.00 -0.40
O -0.21 1.67 0.58 -0.61
C 0.59 3.28 2.72 -0.21
C 0.28 4.58 3.08 -0.06
C -0.15 4.86 4.37 -0.05
C -0.29 3.83 5.29 -0.05
C 0.00 2.52 4.93 -0.04
C 0.43 2.25 3.64 -0.26
S 1.01 0.60 3.25 0.53
O 2.11 0.80 2.31 -0.32
O 1.36 -0.01 4.50 -0.23
O -0.06 -0.16 2.53 -0.37
H 2.88 2.93 -0.27 0.07
H 0.37 5.36 2.33 0.11
H -0.37 5.87 4.66 0.11
H -0.61 4.04 6.30 0.11
H -0.07 1.71 5.63 0.12
F -2.05 3.41 0.49 0.13
C -2.67 2.23 0.48 -0.63
F -2.53 1.68 1.69 0.14
F -3.97 2.48 0.32 0.15
S -2.12 1.02 -0.88 0.66
O -1.64 -0.19 -0.24 -0.42
O -3.29 0.84 -1.67 -0.22
N -0.95 1.75 -1.71 -0.28
S 0.09 0.79 -2.34 0.61
O -0.43 -0.22 -3.19 -0.25
O 1.14 0.28 -1.42 -0.44
C 1.12 1.98 -3.38 -0.65
F 2.03 1.30 -4.08 0.16
F 1.76 2.82 -2.58 0.14
F 0.37 2.67 -4.22 0.17
Cl 2.85 -6.83 -1.45 0.74
C 2.59 -5.29 -0.79 -0.70
C 1.42 -4.58 -1.13 -0.70
Cl 0.31 -5.28 -2.21 0.74
C 1.18 -3.32 -0.59 -0.52
Cl -0.22 -2.38 -0.93 0.87
C 2.11 -2.72 0.31 -0.41
O 1.89 -1.58 0.84 -0.18
C 3.29 -3.46 0.63 -0.60
Cl 4.41 -2.73 1.68 0.79
C 3.52 -4.71 0.09 -0.71
Cl 4.95 -5.55 0.47 0.73
```

Relative energy (zero: lowest compared OMol25 entry of this formula, charge and spin), eV: 4.009
E_HOMO (alpha / beta), eV: -9.2 / -9.5
Maximum force, eV Å⁻¹: 3.837
Molecular weight, g/mol: 926.64